A structure of composition C24H22N8O7P2Sr, computed with ωB97M-V with the def2-TZVPD basis set.

As for the total charge: 0. As for the energy above the lowest of the compared OMol25 structures with the same formula, charge and spin: 1.425 eV. The value obtained for the LUMO energy is -0.0219 hartree. The calculation puts the HOMO-LUMO gap at 6.861 eV. As for the calculated total energy: -2606.273275 a.u.

Each line ends with the Löwdin charge.
Atoms and positions in Å:
Sr: -0.61179 0.51028 0.19102  1.504
N: -1.98883 5.01070 1.20371  0.036
C: -0.77634 4.44395 1.20789  -0.173
N: -0.64389 3.66392 0.16087  0.104
C: -1.84948 3.78474 -0.45574  -0.351
N: -2.69465 4.60238 0.13778  0.133
C: -2.21711 2.98757 -1.63498  -0.210
C: -3.39433 3.21270 -2.34487  -0.061
N: -3.75426 2.43774 -3.35769  0.098
C: -2.93297 1.43900 -3.66903  -0.101
C: -1.75721 1.20876 -2.97100  -0.103
N: -1.38880 1.99113 -1.95509  0.056
H: -2.40115 5.63542 1.87510  0.159
H: -0.04430 4.61459 1.97985  0.139
H: -4.05713 4.01948 -2.05889  0.117
H: -3.21677 0.79958 -4.49556  0.111
H: -1.09157 0.39109 -3.21987  0.103
N: 7.46910 -5.92644 -1.37860  0.155
C: 6.57989 -5.19930 -1.34779  -0.184
C: 5.46695 -4.28940 -1.30841  -0.231
C: 4.70147 -4.07743 -2.45307  -0.013
C: 3.63122 -3.20186 -2.40759  -0.011
C: 3.32484 -2.52220 -1.23186  -0.195
C: 4.09818 -2.73651 -0.09500  -0.009
C: 5.16208 -3.62108 -0.12544  -0.013
C: 2.18913 -1.55693 -1.19148  -0.049
C: 2.54083 -0.22101 -1.01626  -0.274
C: 3.86589 0.31369 -1.07230  -0.028
C: 3.75027 1.67304 -0.94851  -0.073
C: 2.36104 1.93259 -0.80622  -0.167
N: 1.63619 0.82735 -0.85074  -0.079
C: 0.90216 -2.10630 -1.35895  -0.279
C: 0.59367 -3.48479 -1.50725  -0.032
C: -0.76753 -3.57165 -1.70514  -0.076
C: -1.24145 -2.24543 -1.66784  -0.189
N: -0.26702 -1.36033 -1.46161  -0.094
H: 4.94927 -4.59727 -3.36824  0.121
H: 3.02976 -3.03188 -3.29085  0.130
H: 3.85968 -2.20457 0.81678  0.129
H: 5.76021 -3.79417 0.75859  0.121
H: 4.77098 -0.25299 -1.22143  0.110
H: 4.54047 2.40616 -0.96635  0.091
H: 1.87753 2.89160 -0.68310  0.088
H: 1.29773 -4.30004 -1.46407  0.108
H: -1.35797 -4.46080 -1.85451  0.093
H: -2.26995 -1.92178 -1.78077  0.106
C: -4.00988 1.32611 3.88201  -0.051
C: -2.85716 0.40168 3.50016  -0.600
O: -2.56848 -0.54339 4.53115  -0.045
P: -1.30221 1.33559 3.17075  0.310
O: -0.20822 0.34823 2.85634  -0.369
O: -1.03338 2.14595 4.51707  -0.090
O: -1.63898 2.27354 2.04592  -0.376
P: -3.25890 -0.56151 1.99976  0.454
O: -3.31610 0.52807 0.80357  -0.199
O: -1.91126 -1.38440 1.71072  -0.195
O: -4.45028 -1.40108 2.07712  -0.226
H: -3.77610 1.80138 4.83402  0.090
H: -4.93276 0.75220 3.98124  0.091
H: -4.16603 2.10694 3.13741  0.085
H: -3.34118 -1.11098 4.65744  0.107
H: -1.21842 -1.16226 2.37818  0.056
H: -0.57181 1.60911 5.17222  0.096
H: -3.07291 1.42148 1.13944  0.041


A cluster of 2 separate species, C24H22NO in total, computed with ωB97M-V with the def2-TZVPD basis set.

As for the total charge: +1. As for the energy above the lowest of the compared OMol25 structures with the same formula, charge and spin: 0.552 eV. The value obtained for the LUMO energy is -0.1889 hartree. The calculation puts the HOMO-LUMO gap at 5.069 eV. As for the calculated total energy: -1057.443151 a.u.

Each line ends with the Löwdin charge.
Atoms and positions in Å:
C: 2.63785 -3.73029 1.50827  -0.079
C: 1.29101 -3.76400 1.89199  -0.079
C: 0.55804 -2.58180 1.96192  -0.031
C: 1.12662 -1.35696 1.57675  -0.146
C: 0.19816 -0.16721 1.46473  -0.378
C: 0.69749 1.06622 0.98449  -0.062
N: 0.11045 2.29022 1.26575  -0.026
C: -1.17556 2.41243 1.76478  -0.002
C: -1.80613 3.64031 1.80056  -0.041
C: -1.13854 4.79689 1.39646  -0.058
C: 0.18673 4.67458 0.96802  -0.050
C: 0.79418 3.44071 0.89762  -0.026
O: -1.02335 -0.35523 1.68859  -0.036
C: 2.49773 -1.31855 1.28472  -0.035
C: 3.24602 -2.50065 1.23063  -0.075
H: 3.20695 -4.65941 1.43874  0.109
H: 0.79485 -4.70779 2.12105  0.110
H: -0.48703 -2.60022 2.27071  0.120
H: 1.70165 1.13787 0.56894  0.103
H: -1.66702 1.49536 2.06236  0.115
H: -2.83385 3.66915 2.15398  0.121
H: -1.62359 5.77039 1.42843  0.115
H: 0.77737 5.54000 0.67468  0.120
H: 1.81938 3.27138 0.57449  0.134
H: 2.97895 -0.35746 1.10115  0.103
H: 4.30580 -2.46172 0.96547  0.108
C: -0.57965 1.31954 -2.20037  -0.102
C: -1.70016 2.41690 -2.11817  -0.122
C: -2.82741 1.70543 -1.43062  0.059
C: -2.47277 0.40965 -1.09719  0.009
C: -1.14739 0.13008 -1.49504  -0.092
C: -0.53760 -1.16870 -1.52410  -0.171
C: -1.22204 -2.30975 -1.02813  0.013
C: -0.62913 -3.56490 -1.05872  -0.049
C: 0.66064 -3.72352 -1.57732  -0.031
C: 1.35069 -2.61698 -2.08273  -0.045
C: 0.75574 -1.36178 -2.07945  0.009
H: -0.36259 1.09746 -3.25909  0.145
H: 0.36182 1.65802 -1.74649  0.123
H: -1.35255 3.29398 -1.54919  0.118
H: -1.95631 2.76094 -3.13274  0.134
H: -3.78963 2.17682 -1.24371  0.131
H: -3.11116 -0.30892 -0.58699  0.127
H: -2.21949 -2.19029 -0.60579  0.120
H: -1.17122 -4.42570 -0.66148  0.123
H: 1.13742 -4.70563 -1.56621  0.124
H: 2.35736 -2.73152 -2.49210  0.121
H: 1.28124 -0.50534 -2.50960  0.122


A cluster of 2 separate species, C24H22NO3S in total, computed with ωB97M-V with the def2-TZVPD basis set.

As for the total charge: -1. The value obtained for the LUMO energy is 0.0890 hartree. The calculation puts the HOMO-LUMO gap at 4.835 eV. As for the calculated total energy: -1606.397270 a.u.

Each line ends with the Löwdin charge.
Atoms and positions in Å:
C: -6.07794 -2.44547 1.96227  -0.075
O: -5.98999 -1.00447 1.99692  -0.098
C: -4.75761 -0.43435 2.06961  -0.264
C: -4.72438 0.98243 2.14657  0.002
C: -3.51374 1.62605 2.26271  -0.015
C: -2.31399 0.88552 2.28897  -0.213
C: -1.02432 1.53242 2.45052  -0.175
N: 0.05859 0.87657 2.18324  -0.049
S: 1.56459 1.69379 2.12229  0.650
C: 2.73487 0.34483 2.05859  -0.275
C: 3.25521 -0.17116 3.24898  -0.043
C: 4.24441 -1.14994 3.19642  -0.040
C: 4.73583 -1.60827 1.96900  -0.281
C: 5.82793 -2.63798 1.94354  -0.063
C: 4.19927 -1.08817 0.78458  -0.042
C: 3.21126 -0.10749 0.82353  -0.051
O: 1.63779 2.40100 0.86995  -0.318
O: 1.74841 2.38854 3.37766  -0.315
C: -2.34523 -0.51089 2.17040  -0.017
C: -3.55351 -1.18515 2.07803  -0.014
H: -7.14930 -2.64120 1.94538  0.085
H: -5.60190 -2.85027 1.05853  0.089
H: -5.62068 -2.89523 2.85458  0.094
H: -5.66608 1.52599 2.11011  0.116
H: -3.46099 2.71217 2.33820  0.119
H: -1.05904 2.61618 2.64568  0.133
H: 2.89266 0.20207 4.20309  0.119
H: 4.65343 -1.56227 4.12162  0.117
H: 6.09643 -2.89206 0.91539  0.070
H: 6.72754 -2.27413 2.45476  0.082
H: 5.51562 -3.55465 2.45728  0.082
H: 4.57203 -1.45417 -0.17512  0.109
H: 2.81331 0.31503 -0.09481  0.112
H: -1.40508 -1.06114 2.17043  0.113
H: -3.57567 -2.27391 2.00521  0.097
C: -1.17325 1.59550 5.27329  -0.137
C: -1.27408 0.33056 5.91386  -0.138
C: -2.41791 0.34676 6.75865  -0.121
C: -3.05773 1.62042 6.64535  -0.237
C: -2.25315 2.42016 5.72246  -0.230
C: -2.59263 3.75173 5.47589  -0.087
C: -3.72181 4.29330 6.09926  -0.158
C: -4.51357 3.51702 6.96854  -0.160
C: -4.18169 2.18826 7.25431  -0.085
H: -0.33809 1.96682 4.68906  0.054
H: -0.58564 -0.50153 5.78776  0.071
H: -2.77334 -0.44982 7.40903  0.064
H: -1.96132 4.33779 4.80621  0.092
H: -3.99091 5.33427 5.91431  0.072
H: -5.39421 3.96486 7.43178  0.071
H: -4.77322 1.58563 7.94668  0.090


A structure of composition C24H23AgN2O2Te, computed with ωB97M-V with the def2-TZVPD basis set.

As for the total charge: -1. Its spin multiplicity is 2. The value obtained for the LUMO energy (spin up / spin down) is 0.0899 / 0.0586 hartree. The calculation puts the HOMO-LUMO gap (spin up / spin down) at 7.162 / 6.524 eV. As for the calculated total energy: -1603.359437 a.u.

Each line ends with the Löwdin charge.
Atoms and positions in Å:
Ag: 3.33429 0.19034 -3.25806  0.767
C: -5.85301 1.51744 1.86944  -0.061
C: -4.48491 1.41054 1.25724  -0.285
C: -3.37211 1.94554 1.88354  -0.032
C: -2.10701 1.86054 1.31554  -0.319
C: -0.94371 2.47354 2.04574  -0.091
C: -1.92171 1.21884 0.09034  -0.347
Te: 0.11079 1.11304 -0.89476  1.490
N: 2.32999 0.64974 -1.42126  -0.209
C: 3.21159 0.00204 -0.73556  -0.674
O: 4.10909 -0.67106 -1.35426  -0.136
C: 3.30959 0.05914 0.75054  -0.156
C: 2.71309 1.08394 1.47244  -0.073
C: 2.91699 1.19634 2.83474  -0.092
C: 3.74359 0.29644 3.48684  -0.104
C: 4.36349 -0.71636 2.77064  -0.090
C: 4.13899 -0.84246 1.41184  -0.021
C: 0.04839 -0.98656 -0.60306  -0.433
C: -0.20291 -1.43316 0.68344  -0.130
C: -0.18341 -2.77836 0.99564  -0.095
C: 0.12349 -3.69946 0.00974  -0.097
C: 0.37379 -3.26346 -1.27776  -0.052
C: 0.32369 -1.91206 -1.60696  -0.323
C: 0.53869 -1.49586 -3.02376  -0.094
C: -3.04421 0.69164 -0.55036  -0.309
C: -2.90521 0.02614 -1.88626  -0.081
C: -4.29881 0.78734 0.03374  -0.028
H: -5.79081 1.89554 2.88814  0.067
H: -6.33991 0.54264 1.88424  0.074
H: -6.48281 2.19774 1.29374  0.076
H: -3.49741 2.44284 2.83804  0.105
H: -1.24971 2.87654 3.01104  0.070
H: -0.50951 3.28264 1.45714  0.073
H: -0.16971 1.72524 2.21194  0.047
H: 2.11199 1.80794 0.94074  0.044
H: 2.45639 2.00914 3.38204  0.098
H: 3.92179 0.40284 4.54884  0.093
H: 5.04149 -1.39146 3.27734  0.096
H: 4.62889 -1.61266 0.83284  0.113
H: -0.44851 -0.70966 1.44714  0.090
H: -0.40091 -3.10526 2.00374  0.097
H: 0.16479 -4.75296 0.25024  0.094
H: 0.60669 -3.98526 -2.05026  0.109
H: 0.13319 -2.22886 -3.71856  0.081
H: 1.62199 -1.37916 -3.23476  0.037
H: 0.07419 -0.52586 -3.20586  0.032
H: -2.37881 0.69304 -2.57336  0.058
H: -3.88181 -0.23176 -2.29566  0.072
H: -2.31371 -0.88736 -1.79176  0.069
H: -5.15351 0.37434 -0.48476  0.110
O: 4.16059 0.78074 -7.52226  -0.003
C: 3.83459 0.61884 -6.40006  -0.646
N: 3.48789 0.43654 -5.28916  -0.083